[1]
ORCA calculation (the ωB97M-V functional and the def2-TZVPD basis) on a structure of composition C27H37BClN6ReS2Si.

XYZ file:
```
76
Properties=species:S:1:pos:R:3:forces:R:3
Re 0.074139 -0.083647 -0.738118 0.12 -0.73 0.04
B 3.403190 -1.025235 -1.706433 -0.05 0.06 -0.21
N 2.474710 -2.019734 -0.942706 0.17 -0.05 0.24
C 2.795626 -3.266749 -0.651981 0.05 0.04 0.04
C 1.656861 -3.961590 -0.226002 -0.13 -0.03 0.00
C 0.648875 -3.037008 -0.297410 0.15 -0.19 -0.13
N 1.140012 -1.839769 -0.728182 -0.44 0.53 -0.15
N 3.064735 0.451512 -1.331736 0.11 -0.09 0.11
C 3.908096 1.461457 -1.540540 0.01 0.02 0.01
C 3.208117 2.662053 -1.502903 0.00 0.03 -0.04
C 1.904785 2.284008 -1.252101 0.08 -0.09 -0.14
N 1.817593 0.942953 -1.134314 0.11 0.50 -0.08
H 4.540809 -1.247091 -1.387288 -0.08 -0.02 -0.03
H 3.209295 -1.169406 -2.895498 -0.06 0.01 0.09
H 3.811711 -3.609042 -0.773218 -0.03 0.04 -0.01
H 1.586344 -4.990781 0.082377 0.04 0.05 -0.01
H -0.392469 -3.143723 -0.051420 0.03 0.06 -0.04
H 4.953538 1.268274 -1.725664 -0.07 -0.03 0.01
H 3.599199 3.658151 -1.627636 -0.02 -0.07 0.01
H 1.017550 2.887559 -1.159840 -0.01 -0.05 -0.01
S -1.639335 1.579418 -0.092602 0.04 -0.12 -0.17
C -2.606242 0.193329 -0.401111 -0.10 0.05 -0.04
N -1.925025 -0.873131 -0.773102 -0.11 -0.12 -0.23
C -2.762409 -1.871537 -1.283845 0.08 -0.03 0.17
C -2.380467 -3.047685 -1.923165 0.07 -0.01 0.00
C -3.365399 -3.892885 -2.397728 0.00 -0.05 -0.01
C -4.719442 -3.587180 -2.244007 -0.02 0.05 0.04
C -5.111343 -2.412503 -1.628999 0.01 0.02 0.02
C -4.119470 -1.558898 -1.161343 -0.02 0.09 0.01
S -4.316591 0.032165 -0.461574 -0.05 -0.01 0.05
H -1.334201 -3.276537 -2.072463 -0.01 -0.01 -0.02
H -3.082410 -4.804959 -2.906986 0.00 0.02 0.02
H -5.471314 -4.264783 -2.624221 0.01 -0.01 0.00
H -6.157054 -2.151103 -1.530884 0.02 -0.04 0.00
Cl -3.820165 2.173433 -4.581437 -0.02 -0.01 0.00
C -2.164996 1.811628 -4.279635 0.02 -0.04 -0.09
C -1.152059 2.461641 -4.963999 0.01 0.06 -0.03
C 0.155763 2.099406 -4.692586 0.00 -0.02 -0.09
C 0.402672 1.133310 -3.736561 -0.01 -0.25 -0.13
N -0.578677 0.536513 -3.041903 0.22 0.68 0.67
C -1.841445 0.866055 -3.327964 -0.06 -0.21 -0.07
H -1.386030 3.222548 -5.696865 -0.01 -0.01 0.02
H 0.978880 2.571882 -5.211221 -0.01 -0.07 0.00
H 1.411338 0.802793 -3.528453 -0.03 0.09 0.05
H -2.633280 0.349231 -2.803667 0.05 0.08 0.04
C 2.375204 -0.101717 1.894966 0.16 -0.04 0.23
Si 0.619760 0.554947 1.890317 -0.21 -0.23 -0.78
C -0.490207 -0.583609 2.976255 0.15 0.20 0.12
C -1.765293 0.123311 3.451967 -0.01 -0.08 0.06
C -0.878564 -1.869462 2.253845 -0.05 -0.05 0.11
C 0.344763 -1.018342 4.201199 -0.14 -0.11 -0.02
C 0.708947 2.385565 2.509656 -0.14 -0.14 -0.08
C 1.742961 3.199589 1.730644 0.07 0.05 0.11
C -0.590981 3.200836 2.525712 0.10 0.08 0.08
C 1.211803 2.275050 3.964016 0.00 0.10 -0.01
H 2.728740 -0.195387 2.926901 0.04 0.01 -0.09
H 3.051002 0.575113 1.369562 -0.01 -0.07 -0.01
H 2.453051 -1.083707 1.425008 0.00 0.03 0.10
H -2.330404 0.562001 2.625616 0.01 -0.02 0.05
H -1.545605 0.912538 4.171957 -0.03 -0.01 -0.03
H -2.413308 -0.603050 3.955941 0.03 0.04 -0.01
H -1.544370 -1.685979 1.410899 0.01 -0.04 0.03
H -1.402664 -2.528627 2.955901 0.02 0.01 -0.04
H 0.006201 -2.400011 1.901707 -0.05 0.00 0.12
H 0.759938 -0.186945 4.762761 0.03 0.00 0.04
H 1.167710 -1.673971 3.908315 -0.03 0.02 0.02
H -0.300549 -1.584002 4.883436 0.03 0.01 -0.05
H 1.395023 3.435399 0.729770 0.00 0.07 0.11
H 2.710471 2.700026 1.652798 -0.02 0.04 -0.03
H 1.903589 4.151077 2.249845 0.01 -0.04 -0.01
H -0.993324 3.366665 1.528724 0.05 0.08 0.09
H -0.372149 4.185136 2.955883 -0.01 -0.05 0.00
H -1.368856 2.746944 3.135534 -0.04 -0.01 -0.05
H 2.182752 1.778975 4.037026 -0.05 0.02 0.02
H 0.503908 1.758594 4.609016 -0.02 0.05 0.02
H 1.326430 3.288699 4.361761 0.05 -0.03 -0.01
```
Forces are in eV/Å.

Summary:
Multiplicity   2
HOMO level (spin up / spin down)   -10.82 / -10.66 eV
Maximum force   1.0 eV/Å
ΔE to the lowest compared entry with this formula, charge and spin   5.6 kcal per mole
Total charge   +1
Lowest unoccupied orbital energy (spin up / spin down)   -4.5 / -4.1 eV


[2]
ORCA calculation (the ωB97M-V functional and the def2-TZVPD basis) on a structure of composition C27H37BaBrN2O2PS3Si.

XYZ file:
```
75
Properties=species:S:1:pos:R:3:forces:R:3
Ba 0.463925 -0.663417 -0.196346 -0.17 -0.61 0.06
O 2.227700 1.529474 6.252021 -0.01 0.04 0.04
C 1.911899 1.061843 5.019036 -0.02 -0.05 -0.10
C 0.958178 1.665297 4.205198 -0.01 -0.01 0.02
C 0.708639 1.103506 2.969262 -0.02 0.06 -0.01
N 1.327963 0.009768 2.512509 0.14 0.12 0.02
C 2.257100 -0.524639 3.291615 -0.06 -0.01 0.01
Br 3.210924 -1.990430 2.603672 0.02 0.00 -0.03
C 2.585096 -0.054816 4.552311 0.03 0.04 0.07
H 1.682151 2.298722 6.450935 0.02 -0.04 -0.02
H 0.423465 2.553090 4.520732 0.00 0.00 0.00
H 0.004567 1.564076 2.280868 0.00 -0.04 0.01
H 3.349592 -0.531996 5.146333 0.00 0.00 0.00
S 1.426188 -5.689455 0.064406 0.01 -0.10 0.00
C 1.232100 -4.029839 0.084713 0.02 -0.05 0.00
S 0.113411 -3.310455 1.220759 -0.06 0.08 -0.09
S 2.145134 -3.049897 -1.042542 -0.01 0.16 0.05
C -3.159052 3.547449 0.197664 -0.04 -0.10 0.11
Si -2.224323 1.907161 0.047534 -0.05 0.11 -0.18
C -2.711241 0.859736 1.540944 0.07 -0.01 0.00
C -2.981827 1.061780 -1.465145 0.03 0.04 0.00
N -0.530769 1.938963 -0.045742 0.09 -0.04 0.05
C 0.321703 2.879004 -0.529256 0.11 0.14 -0.09
C -0.048780 4.155381 -1.021668 -0.12 0.01 0.03
C 0.850846 5.084702 -1.514158 0.02 -0.01 0.02
C 2.208563 4.807158 -1.559226 -0.03 -0.01 0.01
C 2.631742 3.568968 -1.093439 0.01 -0.04 0.02
C 1.726053 2.655280 -0.592910 0.09 0.11 0.07
O 2.182051 1.394051 -0.171828 -0.07 0.05 -0.18
C 3.453484 1.257719 0.346631 0.09 0.05 0.18
C 3.825682 1.967545 1.481744 -0.06 0.05 -0.05
C 5.067006 1.735772 2.047684 0.01 0.00 -0.01
C 5.929471 0.799895 1.486936 0.02 -0.01 0.00
C 5.542354 0.094715 0.359396 0.02 0.00 0.01
C 4.301721 0.323496 -0.221290 -0.10 -0.03 -0.01
H -4.193885 3.350761 0.495007 0.01 -0.01 0.01
H -3.193492 4.076047 -0.756627 0.00 0.02 0.00
H -2.718308 4.212415 0.944075 0.02 0.01 -0.02
H -3.775022 0.610109 1.505017 -0.01 0.00 -0.01
H -2.528984 1.389756 2.479863 0.02 0.01 -0.01
H -2.165055 -0.088825 1.599742 -0.02 0.00 0.00
H -4.049492 0.864724 -1.328896 0.00 0.01 0.00
H -2.497551 0.106565 -1.689502 -0.01 -0.01 0.03
H -2.867943 1.695810 -2.349364 0.01 -0.01 0.00
H -1.097279 4.416606 -1.001823 -0.01 -0.02 -0.01
H 0.476487 6.037897 -1.869711 0.01 0.00 0.00
H 2.920359 5.521313 -1.950352 0.01 0.00 0.00
H 3.680833 3.299713 -1.115922 0.01 0.02 -0.01
H 3.129808 2.681407 1.905531 0.02 0.00 0.01
H 5.359912 2.276679 2.938925 -0.01 0.01 0.00
H 6.893668 0.610966 1.940786 0.00 0.00 0.00
H 6.197023 -0.653742 -0.067220 -0.01 0.00 -0.01
H 3.973524 -0.247776 -1.080914 0.01 0.00 0.00
C -4.574211 -3.514201 -0.681470 0.00 0.00 -0.01
C -3.295199 -2.744144 -0.367016 0.02 -0.01 0.00
P -1.975947 -2.693026 -1.661286 -0.03 0.00 -0.02
C -2.964190 -2.329238 -3.191844 -0.01 0.00 0.02
C -2.118183 -1.683442 -4.288674 -0.02 0.00 0.01
C -1.602964 -4.483371 -1.859727 0.03 0.05 0.02
C -0.628423 -4.786950 -2.994408 0.00 0.01 0.02
H -5.242653 -3.516876 0.182335 -0.01 0.01 -0.01
H -4.366540 -4.553862 -0.934390 0.01 -0.01 0.01
H -5.117722 -3.070626 -1.518257 0.01 0.00 0.00
H -2.792687 -3.164060 0.509082 -0.01 0.00 0.00
H -3.536531 -1.706056 -0.115457 0.00 0.00 -0.01
H -3.772544 -1.648912 -2.907782 0.01 0.01 0.00
H -3.437129 -3.246876 -3.555206 0.01 0.00 0.00
H -1.697184 -0.737225 -3.941921 -0.01 0.01 -0.01
H -2.713054 -1.478474 -5.181656 0.01 0.00 0.00
H -1.282980 -2.321090 -4.577992 0.02 -0.02 0.00
H -2.539332 -5.029526 -2.005892 -0.02 0.01 -0.01
H -1.168999 -4.806879 -0.910411 0.00 -0.01 0.00
H -1.048706 -4.527310 -3.969584 -0.01 0.01 -0.02
H -0.390921 -5.851385 -3.004604 0.01 0.01 0.01
H 0.308779 -4.246501 -2.851807 -0.01 -0.01 -0.01
```
Forces are in eV/Å.

Summary:
Multiplicity   1
HOMO level   -3.50 eV
Maximum force   0.6 eV/Å
ΔE to the lowest compared entry with this formula, charge and spin   11.9 kcal per mole
Total charge   -1
Lowest unoccupied orbital energy   1.9 eV


> Number 2 is which compound?

C27H37BaBrN2O2PS3Si


> What is the maximum force in the first record?

1.0 eV/Å


> The highest multiplicity belongs to which entry?

C27H37BClN6ReS2Si